[1]
Density functional theory data (ωB97M-V with the def2-TZVPD basis set) for a cluster of 10 separate species, C17H56N12O12 in total in a non-equilibrium geometry.

Its energy above the lowest of the compared OMol25 structures with the same formula, charge and spin is 64.9 kcal per mole. For the orbital gap, the calculation gives 8.10 eV.

Last column: Löwdin charge in e.
Positions of all 97 atoms, in Å:
O -12.42 0.14 3.17  -0.233
H -14.71 6.02 -0.07  0.093
C -10.28 5.65 -1.43  -0.185
O -17.14 -2.17 6.32  -0.168
H -17.79 2.56 5.12  -0.004
H -16.07 4.04 7.04  0.072
H -12.00 3.28 4.91  0.102
H -19.33 5.68 5.24  0.121
H -16.61 4.74 5.15  0.065
N -17.63 8.23 6.32  0.159
O -8.93 5.72 -0.99  -0.217
C -14.93 0.41 3.75  -0.222
N -15.37 8.15 -2.13  0.141
C -17.18 -3.33 7.15  -0.110
H -10.60 6.41 -2.14  0.120
H -16.07 1.28 0.84  0.041
H -17.90 2.32 1.82  -0.035
H -13.11 8.37 4.56  0.114
N -15.10 6.54 -0.84  0.165
C -15.95 3.06 8.73  -0.780
C -13.78 0.21 2.68  -0.168
O -13.35 6.42 2.13  -0.042
H -19.42 7.39 5.06  0.108
O -10.35 3.94 3.91  -0.183
H -15.84 2.06 -0.44  0.059
H -9.64 2.60 2.37  0.110
H -17.97 -3.18 7.88  0.076
C -9.78 4.54 1.47  -0.204
H -15.17 9.02 -2.59  0.123
H -15.44 5.49 4.11  0.115
N -11.09 4.56 0.82  -0.045
H -15.90 0.63 3.30  0.112
C -17.86 6.91 6.12  -0.680
O -17.06 3.00 3.42  0.011
H -16.00 7.55 -2.64  0.107
H -17.30 1.54 8.85  0.100
H -18.95 3.23 5.84  0.043
N -18.91 6.59 5.41  0.178
H -11.65 -1.25 1.84  0.086
H -17.14 2.68 7.13  0.042
H -15.87 6.29 -1.45  0.100
O -18.38 2.46 5.87  -0.052
H -14.44 8.23 3.33  0.124
H -11.53 0.49 1.40  0.081
H -17.04 -0.65 7.62  0.114
H -14.16 -0.66 5.15  0.117
H -14.60 1.28 4.31  0.112
H -15.66 3.57 1.65  0.069
H -8.60 3.82 3.07  0.119
N -11.99 6.57 3.85  0.237
C -16.21 3.87 3.41  -0.746
H -17.49 -4.22 6.61  0.081
H -11.65 5.67 3.54  0.095
O -15.12 3.80 9.21  0.036
H -18.17 9.00 5.97  0.102
H -14.69 4.89 2.47  0.064
H -6.91 5.56 -1.65  0.095
H -13.97 -0.61 1.98  0.116
C -12.94 6.95 3.22  -0.774
C -9.61 3.63 2.72  -0.190
H -15.55 -1.36 7.36  0.115
H -9.08 4.14 0.74  0.107
H -11.52 2.34 3.46  0.075
H -11.67 7.01 4.70  0.152
H -17.02 8.44 7.10  0.113
C -7.94 5.76 -1.94  -0.120
N -15.36 4.13 2.44  0.195
N -15.98 4.68 4.36  0.212
H -13.95 1.16 2.18  0.090
O -15.63 2.06 0.49  -0.040
H -16.86 0.35 5.48  0.107
H -12.41 3.87 3.37  0.059
O -17.18 6.01 6.66  -0.014
H -10.44 -0.05 2.62  0.084
O -13.73 8.34 -0.67  0.055
H -11.85 4.53 1.49  0.062
O -18.68 2.03 1.35  -0.065
H -16.44 2.02 10.32  0.114
C -14.68 7.76 -1.12  -0.799
H -12.28 5.44 -0.62  0.105
N -13.61 7.91 3.80  0.178
C -11.43 -0.25 2.20  -0.087
N -16.32 3.16 7.47  0.152
H -9.31 5.49 1.76  0.112
N -16.66 2.15 9.35  0.165
N -15.09 -0.55 4.76  -0.046
H -15.61 0.88 6.34  0.112
H -8.14 4.91 -2.58  0.077
H -18.97 1.25 1.81  0.032
H -8.22 6.61 -2.57  0.089
C -11.27 5.55 -0.23  -0.196
H -16.31 -3.63 7.74  0.082
C -15.91 -0.04 5.85  -0.223
H -11.30 6.49 0.33  0.105
C -11.61 3.34 3.89  -0.120
H -10.52 4.74 -1.98  0.114
C -16.44 -1.04 6.80  -0.243

[2]
Density functional theory data (ωB97M-V with the def2-TZVPD basis set) for an isolated molecule of CH2N2O2S in a non-equilibrium geometry.

Its energy above the lowest of the compared OMol25 structures with the same formula, charge and spin is 112.1 kcal per mole. For the orbital gap, the calculation gives 10.67 eV.

Last column: Löwdin charge in e.
Positions of all 8 atoms, in Å:
H -1.56 -0.26 -0.92  0.098
N 0.67 1.60 0.24  0.001
S 0.81 -0.89 -0.50  0.954
O 1.50 0.69 -0.39  -0.352
C -0.85 -0.06 -0.10  -0.289
N -0.50 1.26 0.26  -0.031
O 1.13 -1.58 0.72  -0.473
H -1.19 -0.74 0.69  0.093

[3]
Density functional theory data (ωB97M-V with the def2-TZVPD basis set) for a structure of composition C22H34InO36S8 in a non-equilibrium geometry.

Its energy above the lowest of the compared OMol25 structures with the same formula, charge and spin is 0.0 kcal per mole. For the orbital gap, the calculation gives 4.81 eV. Its total charge is +1.

Last column: Löwdin charge in e.
Positions of all 101 atoms, in Å:
C 0.00 -0.79 -5.00  -0.131
S 2.96 2.07 2.89  0.673
C -4.57 -0.18 -1.31  -0.168
O -1.49 1.76 -4.37  -0.214
O -1.92 -3.55 3.42  -0.326
O -2.44 2.29 5.22  -0.169
S 5.11 -1.86 2.05  0.670
C -1.01 3.79 4.02  -0.149
H 4.43 -0.11 -0.35  0.099
H -1.34 4.37 3.15  0.130
O 1.57 -0.92 0.98  -0.004
O -3.44 0.42 -5.12  -0.207
S -2.06 0.48 -4.71  0.669
C 0.15 -6.39 -0.22  -0.157
C -0.39 -0.86 -3.50  -0.193
H -3.91 -1.06 3.94  0.115
O 1.29 2.96 -4.87  -0.209
H -5.52 0.94 0.40  0.124
C 3.88 3.17 0.79  -0.176
O -0.99 -1.10 1.44  0.047
O -8.16 -0.31 -1.37  -0.219
O -2.99 1.50 2.87  -0.238
H 3.22 5.04 1.15  0.148
H 2.42 0.91 -0.76  0.111
H -5.42 -2.04 1.53  0.140
H -4.10 -0.89 1.58  0.100
H 3.41 1.58 -2.37  0.084
H 4.96 3.17 0.64  0.136
C 5.29 -0.79 -0.26  -0.169
O 3.86 -1.81 2.74  -0.312
O -0.17 -3.65 1.23  -0.306
H -4.53 1.95 -0.45  0.125
O -4.23 -3.01 4.05  -0.170
H 0.36 -7.16 -0.96  0.130
S -1.99 1.45 3.93  0.662
C -4.62 -1.76 3.49  -0.137
S -3.30 -3.86 3.10  0.674
C 0.87 -0.08 0.43  -0.318
C -4.45 -1.84 1.99  -0.179
C -1.48 0.75 0.00  0.249
O 3.82 3.42 -4.43  -0.170
H -5.65 -1.55 3.75  0.145
C 3.93 1.37 -3.31  -0.191
O 1.82 1.20 2.91  -0.264
C 3.51 4.21 1.80  -0.173
O -1.58 -4.82 -0.49  -0.186
H 5.58 2.36 -4.24  0.138
H 0.26 -0.13 -3.02  0.106
H -2.51 0.83 0.34  0.121
C -2.25 3.69 4.96  -0.136
O 2.97 1.16 -4.33  -0.196
H -3.92 0.10 -2.13  0.112
O -1.77 -0.56 -3.43  -0.197
H 5.59 -1.00 -1.29  0.135
O -3.64 -5.25 3.08  -0.199
O 0.96 2.56 -1.97  0.137
O -7.05 0.37 -3.51  -0.204
H 6.41 0.91 0.56  0.127
O -3.55 -2.91 1.74  -0.189
H -3.10 4.23 4.55  0.134
O 3.75 2.14 4.07  -0.187
H -0.15 -1.87 -3.19  0.104
O -1.19 -0.39 -5.70  -0.168
S -7.02 0.15 -2.10  0.697
O -1.35 0.22 4.26  -0.280
C -5.16 1.07 -0.63  -0.195
H 4.38 4.45 2.41  0.141
H 5.00 3.20 -2.78  0.131
O -6.23 1.44 -1.46  -0.188
H -1.92 -6.91 -0.61  0.137
O 3.77 1.93 1.49  -0.216
C 4.69 2.62 -3.65  -0.185
C 1.37 0.88 -0.49  0.176
H -2.01 4.09 5.94  0.137
S 2.63 2.53 -5.15  0.661
H -4.02 -0.80 -0.60  0.106
O 0.77 -5.16 -0.53  -0.169
C 0.51 1.76 -1.11  -0.318
O -1.74 2.66 -1.14  0.194
O -0.20 -2.90 -1.17  -0.214
O 6.11 -2.84 2.39  -0.203
H 4.57 0.50 -3.22  0.132
C -1.41 -6.15 -0.03  -0.138
O -5.74 -0.84 -1.75  -0.196
O 3.00 2.31 -6.49  -0.204
O 4.86 -1.93 0.46  -0.183
H 0.30 -1.77 -5.37  0.136
O -0.72 2.47 3.61  -0.221
H -0.13 4.20 4.50  0.135
H 7.32 -0.61 0.46  0.140
O 2.48 3.65 2.63  -0.174
In 0.83 -1.93 3.45  1.183
H 3.47 3.15 -0.22  0.124
C 6.34 -0.17 0.63  -0.153
C -0.97 1.75 -0.84  -0.294
O 5.84 -0.39 1.97  -0.192
H -1.63 -6.14 1.04  0.119
C -0.65 -0.26 0.65  -0.283
S -0.22 -3.94 -0.18  0.687
H 0.79 -0.08 -5.22  0.111
H 0.54 -6.84 0.69  0.130

[4]
Density functional theory data (ωB97M-V with the def2-TZVPD basis set) for a cluster of 2 separate species, C6H15NO in total in a non-equilibrium geometry.

Its energy above the lowest of the compared OMol25 structures with the same formula, charge and spin is 80.7 kcal per mole. For the orbital gap, the calculation gives 10.17 eV.

Last column: Löwdin charge in e.
Positions of all 23 atoms, in Å:
C 2.13 -1.25 0.50  -0.102
O 0.50 2.78 1.53  -0.018
H -2.15 -0.02 -2.24  0.109
H -2.77 -1.33 -0.22  0.114
N 0.16 0.21 0.19  -0.218
H -0.33 -1.73 1.25  0.115
H -1.37 -2.53 -0.68  0.149
C -0.81 -0.81 0.71  -0.216
H 1.98 0.67 -0.57  0.105
H -0.12 1.31 -1.55  0.094
C 1.47 -0.29 -0.49  -0.189
H 2.69 -2.15 0.04  0.091
H -1.29 1.68 -0.38  0.151
C -1.65 -1.39 -0.40  -0.198
H 2.84 -0.69 1.29  0.122
H -0.62 -0.84 -2.26  0.086
H 1.15 -0.66 -1.54  0.126
H -1.46 -0.19 1.50  0.157
H -0.11 2.86 2.08  -0.115
C -1.36 -0.41 -1.56  -0.176
H 0.46 1.86 1.06  0.047
H 1.29 -1.77 1.01  0.025
C -0.67 0.79 -0.82  -0.259

[5]
Density functional theory data (ωB97M-V with the def2-TZVPD basis set) for a structure of composition C21H29N3NiSSi.

For the orbital gap (alpha / beta), the calculation gives 8.44 / 8.44 eV.

Last column: Löwdin charge in e.
Positions of all 56 atoms, in Å:
H 4.87 -2.52 -0.49  0.026
N -0.37 -1.99 0.32  -0.050
H 5.32 -0.44 1.77  0.027
C -4.42 0.83 -0.71  -0.097
H -0.06 6.39 1.65  0.098
H 4.61 2.24 -1.46  0.023
H -1.65 -1.35 2.67  0.103
H -4.86 -0.17 -0.67  0.076
H 5.22 1.28 1.42  0.026
C -2.90 0.75 -0.78  -0.514
C 1.57 -0.10 0.08  -0.143
H -2.52 1.78 -0.81  0.109
Ni -0.34 -0.07 0.35  0.298
C 4.91 1.26 -1.83  -0.199
C -0.61 3.84 1.67  -0.002
H -2.62 0.53 1.36  0.045
H 4.53 -1.97 -2.13  0.024
S 0.07 -4.39 -0.48  1.087
H -4.84 1.35 -1.58  0.070
H -2.24 -5.47 3.76  0.104
C 2.77 -0.08 -0.18  -0.213
H -2.85 -0.96 -2.10  0.080
H 0.69 -2.22 -1.45  0.087
C -0.76 -4.18 1.03  -0.461
C -2.31 0.03 0.43  -0.217
H 6.59 0.34 0.81  0.026
H 0.61 6.46 0.09  0.098
Si 4.54 -0.06 -0.55  0.380
H 0.76 4.48 -1.35  0.114
H -2.50 -3.07 4.26  0.105
C -2.47 0.06 -2.07  -0.092
H 4.36 1.06 -2.75  0.025
C -2.01 -3.37 3.34  -0.069
C -1.24 -5.16 1.90  -0.087
H -1.12 -6.21 1.69  0.109
H -2.83 0.58 -2.96  0.073
H -4.75 1.36 0.19  0.070
C 0.23 2.57 -0.57  -0.105
C -0.70 2.48 1.52  -0.100
H -1.12 1.86 2.30  0.113
N -0.29 1.84 0.42  -0.053
H 5.97 1.29 -2.07  0.026
C -1.86 -4.74 3.06  -0.083
C 0.17 -2.68 -0.63  -0.420
H -1.38 0.00 -2.13  0.056
H -2.76 -0.97 0.47  0.054
C -0.08 4.62 0.64  -0.316
C -0.92 -2.82 1.30  -0.279
H 6.14 -1.74 -1.44  0.026
H 0.57 2.02 -1.43  0.118
C 5.51 0.31 1.01  -0.197
H -0.96 4.30 2.59  0.113
C -1.54 -2.41 2.47  -0.011
N -0.01 5.98 0.73  0.118
C 0.34 3.94 -0.51  0.000
C 5.08 -1.73 -1.22  -0.198

[6]
Density functional theory data (ωB97M-V with the def2-TZVPD basis set) for a structure of composition C48H46AsFN2NaP2Si in a non-equilibrium geometry.

Its energy above the lowest of the compared OMol25 structures with the same formula, charge and spin is 14.2 kcal per mole. For the orbital gap, the calculation gives 5.25 eV. Its total charge is -1.

Last column: Löwdin charge in e.
Positions of all 102 atoms, in Å:
H -4.32 2.57 3.57  0.096
H 1.02 4.88 -2.17  0.029
H -0.44 0.47 -4.46  0.025
H 3.74 -4.57 -2.78  0.109
H 2.18 3.55 -2.31  0.037
H -3.66 5.44 -3.11  0.095
C -4.10 2.48 -1.53  -0.114
H -2.91 2.43 1.58  0.105
C 6.52 1.98 1.49  -0.115
C 0.31 -6.30 -3.11  -0.089
C 4.28 2.85 1.27  -0.094
H -0.36 -3.74 0.37  0.003
C 5.98 0.73 1.80  -0.102
C 0.39 -4.97 -2.73  -0.058
H -5.98 0.78 4.06  0.090
H -5.62 -1.53 -3.88  0.097
C -4.41 -3.01 -2.92  -0.099
C 0.43 3.41 0.41  -0.212
C -0.16 4.67 0.54  -0.108
H -1.32 4.85 -2.67  0.088
H -0.52 -4.41 -2.54  0.102
H -4.90 1.84 -1.17  0.100
H 3.62 -6.94 -3.46  0.096
C -0.01 5.46 1.67  -0.092
C 2.39 0.93 4.26  -0.105
C -4.43 3.67 -2.17  -0.086
H -4.62 0.36 -2.70  0.088
H 0.40 -1.09 2.44  0.073
C 0.77 5.00 2.71  -0.090
H 4.20 -0.42 2.08  0.099
C 2.70 -6.39 -3.25  -0.096
C 0.91 -0.67 3.30  -0.096
H -6.20 -1.13 2.49  0.092
H 3.68 -3.66 1.21  0.017
H 0.91 5.60 3.61  0.096
C 3.72 1.62 1.60  -0.349
C 0.78 -1.29 4.53  -0.087
H -0.78 5.05 -0.27  0.084
H 2.23 0.83 -1.19  -0.016
Si 0.09 2.72 -1.35  0.678
C 2.77 -5.06 -2.87  -0.068
H -4.85 -3.84 -3.45  0.093
H 0.89 -4.16 1.54  0.018
As 1.88 -2.60 -0.19  1.186
C 4.60 0.56 1.84  -0.112
C -4.84 -1.71 -3.15  -0.085
H 1.32 -1.26 6.61  0.093
H -5.47 3.92 -2.33  0.098
C 1.20 2.94 1.50  -0.343
C -3.27 -0.84 -1.53  -0.371
H -4.80 -1.25 0.48  0.092
H 3.63 3.69 1.06  0.094
Na 0.10 -0.34 0.07  -0.088
C 0.69 -4.03 0.47  -0.304
H 0.87 3.70 -3.49  0.040
C -5.37 0.73 3.17  -0.115
H -3.03 -4.23 -1.81  0.092
H -2.03 -2.33 -0.62  0.080
C -3.39 -3.23 -2.00  -0.096
C 1.13 3.83 -2.44  -0.169
C -5.48 -0.34 2.29  -0.105
C -3.76 0.59 0.86  -0.340
C 1.44 -0.79 5.65  -0.107
C 1.47 -7.02 -3.37  -0.109
C 2.25 0.33 5.51  -0.094
C -2.83 -2.15 -1.33  -0.118
H 0.84 -4.97 -0.05  0.018
H 0.15 -2.17 4.62  0.097
C -0.64 0.37 -2.59  -0.329
C -4.28 -0.65 -2.47  -0.078
H -0.51 6.42 1.73  0.096
H 1.42 -8.06 -3.68  0.092
H 3.46 -4.60 -0.29  0.012
C 1.71 0.47 3.14  -0.315
C -1.74 2.98 -1.71  -0.229
H 6.63 -0.11 2.00  0.094
C 1.37 3.75 2.61  -0.094
P -2.46 0.44 -0.48  1.121
C -3.65 1.66 1.76  -0.095
C -2.78 2.09 -1.31  -0.302
C -2.10 4.17 -2.35  -0.113
H 0.78 -2.35 -2.44  0.055
C -4.68 -0.41 1.15  -0.093
H 2.51 -2.35 -2.59  0.068
H 1.97 3.40 3.44  0.087
C 1.62 -4.33 -2.59  -0.306
C 1.68 -2.90 -2.15  -0.327
C -3.42 4.51 -2.60  -0.091
N -1.09 0.10 -3.75  0.059
C 5.66 3.03 1.22  -0.101
H 4.38 -3.06 -0.30  0.021
H 2.79 0.72 6.36  0.095
C 3.53 -3.59 0.14  -0.323
H 6.06 4.01 0.97  0.094
F -0.35 0.93 1.48  -0.544
P 1.89 1.23 1.45  1.091
H -0.65 -6.78 -3.22  0.098
C 0.49 0.97 -2.00  -0.499
N 1.58 0.28 -1.75  -0.006
H 3.07 1.77 4.17  0.095
C -4.44 1.73 2.89  -0.091
H 7.59 2.12 1.45  0.090

What did the fifth record say?
Density functional theory data (ωB97M-V with the def2-TZVPD basis set) for a structure of composition C21H29N3NiSSi.

For the orbital gap (alpha / beta), the calculation gives 8.44 / 8.44 eV.

Last column: Löwdin charge in e.
Positions of all 56 atoms, in Å:
H 4.87 -2.52 -0.49  0.026
N -0.37 -1.99 0.32  -0.050
H 5.32 -0.44 1.77  0.027
C -4.42 0.83 -0.71  -0.097
H -0.06 6.39 1.65  0.098
H 4.61 2.24 -1.46  0.023
H -1.65 -1.35 2.67  0.103
H -4.86 -0.17 -0.67  0.076
H 5.22 1.28 1.42  0.026
C -2.90 0.75 -0.78  -0.514
C 1.57 -0.10 0.08  -0.143
H -2.52 1.78 -0.81  0.109
Ni -0.34 -0.07 0.35  0.298
C 4.91 1.26 -1.83  -0.199
C -0.61 3.84 1.67  -0.002
H -2.62 0.53 1.36  0.045
H 4.53 -1.97 -2.13  0.024
S 0.07 -4.39 -0.48  1.087
H -4.84 1.35 -1.58  0.070
H -2.24 -5.47 3.76  0.104
C 2.77 -0.08 -0.18  -0.213
H -2.85 -0.96 -2.10  0.080
H 0.69 -2.22 -1.45  0.087
C -0.76 -4.18 1.03  -0.461
C -2.31 0.03 0.43  -0.217
H 6.59 0.34 0.81  0.026
H 0.61 6.46 0.09  0.098
Si 4.54 -0.06 -0.55  0.380
H 0.76 4.48 -1.35  0.114
H -2.50 -3.07 4.26  0.105
C -2.47 0.06 -2.07  -0.092
H 4.36 1.06 -2.75  0.025
C -2.01 -3.37 3.34  -0.069
C -1.24 -5.16 1.90  -0.087
H -1.12 -6.21 1.69  0.109
H -2.83 0.58 -2.96  0.073
H -4.75 1.36 0.19  0.070
C 0.23 2.57 -0.57  -0.105
C -0.70 2.48 1.52  -0.100
H -1.12 1.86 2.30  0.113
N -0.29 1.84 0.42  -0.053
H 5.97 1.29 -2.07  0.026
C -1.86 -4.74 3.06  -0.083
C 0.17 -2.68 -0.63  -0.420
H -1.38 0.00 -2.13  0.056
H -2.76 -0.97 0.47  0.054
C -0.08 4.62 0.64  -0.316
C -0.92 -2.82 1.30  -0.279
H 6.14 -1.74 -1.44  0.026
H 0.57 2.02 -1.43  0.118
C 5.51 0.31 1.01  -0.197
H -0.96 4.30 2.59  0.113
C -1.54 -2.41 2.47  -0.011
N -0.01 5.98 0.73  0.118
C 0.34 3.94 -0.51  0.000
C 5.08 -1.73 -1.22  -0.198